a | A cluster of 2 separate species, C6H13N in total. Source: the OMol25 dataset; level of theory: ωB97M-V/def2-TZVPD.

The value obtained for the gap between HOMO and LUMO is 8.84 eV. Its SMILES is C/C=C/N.C=CC. For the HOMO energy, the calculation gives -7.71 eV.

Atoms and positions in Å:
1 H -3.8023 -0.6167 0.5954
2 H 0.6741 1.0460 -0.8770
3 C -2.9401 -0.4213 -0.0268
4 H 3.1467 0.4680 -1.3033
5 H -1.0048 0.5687 1.1793
6 H -0.2041 0.0871 2.6029
7 N -0.1646 0.5725 1.7264
8 H -2.8367 0.5892 -0.4109
9 H -0.7745 -0.3354 -1.6168
10 H -0.9665 -2.0643 -1.9612
11 H -2.1259 -2.3017 0.2910
12 H 3.5403 1.0170 0.3180
13 C 1.1003 0.6555 1.1566
14 H 0.0770 -1.5174 -0.6389
15 H 2.9957 2.1695 -0.9207
16 C 1.4250 0.9028 -0.1133
17 C 2.8521 1.1677 -0.5121
18 C -0.8558 -1.3243 -1.1694
19 C -2.0175 -1.3505 -0.2290
20 H 1.8816 0.6873 1.9096

Here are the natural (NBO) charges for atoms 1 to 8, given in e:
1. H 0.204
2. H 0.188
3. C -0.440
4. H 0.201
5. H 0.393
6. H 0.378
7. N -0.830
8. H 0.189

---

b | A structure of composition C6H13N. Source: the OMol25 dataset; level of theory: ωB97M-V/def2-TZVPD.

The value obtained for the gap between HOMO and LUMO is 8.56 eV. For the HOMO energy, the calculation gives -7.50 eV.

Atoms and positions in Å:
1 H 3.9164 -0.2525 -0.1714
2 H -1.5920 0.1185 1.7075
3 C 1.0906 -0.2781 -0.3904
4 H -3.4370 2.2798 0.2998
5 C 2.1152 -1.2491 -0.8510
6 H 1.1998 -1.5476 -0.1187
7 C -2.1634 0.5219 0.7927
8 H 3.2909 -1.4872 0.9510
9 H -1.6382 1.2376 -0.9903
10 H 4.1779 -2.0544 -0.5007
11 C -2.8442 1.8363 1.1435
12 H -3.5568 1.7334 1.9870
13 C 3.4584 -1.2593 -0.1152
14 H 1.9208 -1.5139 -1.9261
15 H -0.6960 -1.3825 -0.6221
16 H -2.1022 2.5526 1.3783
17 H 1.4220 0.4054 0.2891
18 C -0.2864 -0.4096 -0.7688
19 N -1.1585 0.7348 -0.2342
20 H -3.0169 -0.2054 0.4912

Here are the natural (NBO) charges for atoms 1 to 8, given in e:
1. H 0.208
2. H 0.182
3. C -0.175
4. H 0.198
5. C -0.442
6. H 0.324
7. C -0.210
8. H 0.214

---

c | An isolated molecule of C6H13N. Source: the OMol25 dataset; level of theory: ωB97M-V/def2-TZVPD.

The value obtained for the gap between HOMO and LUMO is 9.23 eV. Its SMILES is CCC/C(C)=C/N. For the HOMO energy, the calculation gives -8.20 eV.

Atoms and positions in Å:
1 N 1.7972 -2.3461 -0.0581
2 C -0.6721 0.5080 -0.7702
3 C -0.3978 -1.0853 1.1711
4 H -0.5791 -2.1631 1.2547
5 H -0.1104 1.4306 1.0531
6 C 0.0189 -0.6962 -0.2422
7 H -1.3333 -0.6019 1.4758
8 H 1.9966 -1.8391 0.7988
9 H -1.9583 3.1163 -0.5926
10 H 0.3060 -0.8732 1.9850
11 H -2.1283 2.2189 0.9633
12 H 2.7049 -2.4091 -0.5123
13 C -1.4570 2.7771 0.3099
14 H 1.1809 -1.2253 -1.8559
15 H 0.4860 2.3242 -0.4985
16 H -0.4423 0.5884 -1.8460
17 H -1.7675 0.5064 -0.7275
18 H -1.0068 3.6609 0.7674
19 C 1.0971 -1.2841 -0.7714
20 C -0.2850 1.7871 0.0423

Here are the natural (NBO) charges for atoms 1 to 8, given in e:
1. N -0.804
2. C -0.426
3. C -0.673
4. H 0.231
5. H 0.201
6. C -0.041
7. H 0.212
8. H 0.358

---

d | A cluster of 3 separate species, C6H13N in total. Source: the OMol25 dataset; level of theory: ωB97M-V/def2-TZVPD.

The value obtained for the gap between HOMO and LUMO (spin up / spin down) is 7.59 / 8.07 eV. For the HOMO energy (spin up / spin down), the calculation gives -6.80 / -7.16 eV.

Atoms and positions in Å:
1 H -0.3149 -2.4483 1.3575
2 H 0.7189 -0.1687 -0.9926
3 C 1.7254 -0.0917 2.4386
4 H -1.6164 2.2495 -1.0411
5 C 1.0047 -0.7716 1.5705
6 H -1.1966 -0.2094 0.2754
7 H -2.1174 1.1576 -3.3458
8 C -1.4209 0.7175 -2.6181
9 C -0.8838 1.7327 -1.6568
10 H -0.1111 2.4023 -2.0152
11 C -0.4015 0.5291 0.4027
12 H -0.5935 1.3362 1.1040
13 H 1.0750 -2.7543 2.4064
14 H 1.2764 -2.6779 0.6469
15 H 1.9053 0.9733 2.3273
16 C 0.7494 -2.2308 1.4950
17 H -0.6207 0.2461 -3.1935
18 H 2.1640 -0.5596 3.3254
19 H -1.9802 -0.0749 -2.1070
20 N 0.6379 0.6426 -0.3796

Here are the natural (NBO) charges for atoms 1 to 8, given in e:
1. H 0.213
2. H 0.338
3. C -0.494
4. H 0.174
5. C 0.050
6. H 0.165
7. H 0.220
8. C -0.675

---

Which one sits at the top of the stability order? c does.

---

a | An isolated molecule of C17H20N2O4S. Source: the OMol25 dataset; level of theory: ωB97M-V/def2-TZVPD.

The value obtained for the gap between HOMO and LUMO is 8.57 eV. Its SMILES is COc1cccc(NS(=O)(=O)c2cc3c(cc2C)N(C)CCO3)c1. For the HOMO energy, the calculation gives -7.97 eV.

Atoms and positions in Å:
1 H 4.4212 0.2824 -1.3237
2 C 3.8173 -0.5518 -1.0002
3 N 2.2610 1.0244 -0.0549
4 C 1.8465 -1.3400 0.1434
5 H -4.6342 0.8454 -1.6234
6 O 5.3093 -2.2182 -1.9629
7 H -6.0763 0.5608 -0.6480
8 H -4.5767 -1.7894 2.9908
9 H -5.9382 -0.6819 1.1807
10 C -0.1702 2.6037 -1.0745
11 C -2.2735 0.0163 1.6407
12 H 6.9982 -1.7241 -2.9089
13 C -5.0723 0.9811 -0.6345
14 H 0.4597 2.0066 -1.7332
15 H 1.6144 -3.4590 0.2165
16 H -3.9359 -2.1341 1.3584
17 C -4.9837 -0.2575 1.4987
18 C 2.6462 -0.2906 -0.2898
19 C -0.2681 1.1575 0.9754
20 S 1.4371 1.5073 1.3412
21 C 6.1793 -1.2079 -2.4100
22 O 1.8572 0.7198 2.4612
23 C 4.1885 -1.8602 -1.2761
24 C -2.2448 1.4130 -0.3194
25 C -0.9036 1.7117 -0.1259
26 H 6.5777 -0.6213 -1.5758
27 O 1.6624 2.9257 1.3889
28 H 3.6916 -3.9214 -1.0508
29 H 5.6873 -0.5385 -3.1235
30 H -2.7462 1.8557 -1.1642
31 H -0.8665 3.1755 -1.6833
32 C 3.3848 -2.9115 -0.8327
33 H 2.9197 1.7298 -0.3480
34 H 0.4717 3.2823 -0.5191
35 H -0.4199 -0.0928 2.6948
36 C -4.1077 -1.3499 2.1085
37 H 0.9469 -1.1323 0.6964
38 H -5.1733 0.5173 2.2568
39 C -0.9413 0.3203 1.8469
40 O -2.8786 -0.8206 2.5409
41 C -2.9604 0.5794 0.5430
42 C 2.2304 -2.6423 -0.1279
43 N -4.2913 0.2752 0.3489
44 H -5.1457 2.0540 -0.4210

Here are the natural (NBO) charges for atoms 1 to 8, given in e:
1. H 0.209
2. C -0.374
3. N -0.880
4. C -0.310
5. H 0.206
6. O -0.491
7. H 0.209
8. H 0.200

---

b | An isolated molecule of C17H20N2O4S. Source: the OMol25 dataset; level of theory: ωB97M-V/def2-TZVPD.

The value obtained for the gap between HOMO and LUMO is 8.28 eV. Its SMILES is COc1ccccc1CNC(=O)c1ccc(S(=O)(=O)N(C)C)cc1. For the HOMO energy, the calculation gives -8.50 eV.

Atoms and positions in Å:
1 C 2.1426 1.4778 -0.2907
2 C 0.6648 2.1022 2.2216
3 C -0.4427 -3.3912 -1.0470
4 C -0.9969 4.9479 0.5456
5 H -1.1295 4.0237 0.7481
6 H -1.7112 5.5300 1.2926
7 N 0.8281 -1.8285 0.5437
8 C -1.0913 -7.0358 -0.2149
9 S 1.1991 4.8332 2.1208
10 C -2.7321 -3.8824 -2.7115
11 C 1.1372 3.0673 1.3468
12 H -2.1210 -7.1559 -0.0170
13 H 1.6773 6.9858 0.6244
14 H -0.5647 -1.4580 -1.7259
15 C -0.9468 -2.4175 -1.8895
16 H -1.3112 5.2526 -0.3350
17 C -2.2049 -4.9268 -2.1485
18 C 1.8218 -0.8930 0.0669
19 H -0.4667 -7.4370 0.4736
20 H -0.0254 -1.5739 0.9910
21 N 0.6596 5.3995 0.4695
22 C 1.5480 0.3798 0.6454
23 C -2.2718 -2.5845 -2.5748
24 H 0.1250 7.4019 1.1212
25 H 0.3053 2.3890 3.0259
26 C 0.5846 -3.2070 -0.0998
27 H -1.0406 -7.3409 -1.3008
28 O 0.3320 4.8709 3.2832
29 H -3.6353 -4.2323 -3.3203
30 C 0.9463 0.6148 1.7385
31 H 1.6715 -3.3759 -0.7163
32 C -1.1080 -4.7692 -1.1135
33 O 2.5627 5.2991 2.0583
34 C 0.5296 6.8164 0.4391
35 H -2.6402 -5.8708 -1.7207
36 H 2.5630 1.2327 -1.1042
37 H 2.3314 3.6366 -0.4156
38 H 0.4167 7.1767 -0.7212
39 H 0.4213 -3.9033 1.0205
40 H -2.4064 -1.8403 -3.1193
41 O 2.5429 -1.2620 -0.7794
42 C 1.8953 2.8301 0.3309
43 O -0.4715 -5.8416 -0.2559
44 H 0.4121 -0.0402 2.5140

Here are the natural (NBO) charges for atoms 1 to 8, given in e:
1. C -0.075
2. C -0.124
3. C -0.145
4. C -0.406
5. H 0.183
6. H 0.195
7. N -0.668
8. C -0.239

---

Which one sits at the top of the stability order? a does.